(1)
Molecular formula: C3H9N2O2
Method: DFT, the ωB97M-V functional and the def2-TZVPD basis

Computed properties:
Max |F| in hartree/bohr: 0.18005
HOMO-LUMO gap (alpha / beta) in eV: 9.6 / 9.6
Energy relative to the best compared isomer or geometry (same formula, charge and spin) in eV: 7.632
SMILES: C[N+](C)(O)C(N)=O
HOMO energy (alpha / beta) in hartree: -0.5203 / -0.5203

```
! wB97M-V def2-TZVPD RIJCOSX def2/J DEFGRID3
* xyz 1 1
O -0.109 1.178 -1.002
O -0.986 -2.259 0.456
N 0.084 0.183 0.016
N -0.499 -1.336 -1.890
C 1.482 -0.080 0.383
C -0.719 0.431 1.192
C -0.357 -1.139 -0.618
H 1.921 0.987 0.386
H 1.519 -0.374 1.451
H -0.181 1.071 1.855
H 2.015 -0.721 -0.294
H -0.604 1.916 -0.583
H -0.589 -2.286 -2.059
H -1.735 0.856 1.130
H -0.083 -0.673 -2.566
H -0.715 -0.520 1.567
*
```

(2)
Molecular formula: C15H24F6N2O5S2SiSr
Method: DFT, the ωB97M-V functional and the def2-TZVPD basis

Computed properties:
Max |F| in hartree/bohr: 0.29464
HOMO-LUMO gap in eV: 3.9
Energy relative to the best compared isomer or geometry (same formula, charge and spin) in eV: 7.027
HOMO energy in hartree: 0.0208

```
! wB97M-V def2-TZVPD RIJCOSX def2/J DEFGRID3
* xyz -2 1
Sr -0.100 0.949 0.409
S -0.472 2.103 2.770
S -0.888 -0.550 2.388
Si -2.508 -1.436 -1.951
F -3.418 -1.040 1.556
F -2.370 -2.663 2.556
F -1.247 4.233 4.009
F -3.098 -0.966 3.680
F -2.625 2.575 4.194
F -2.565 3.739 2.366
O -0.231 -1.189 1.276
O 0.179 2.926 1.762
O -0.419 -0.804 3.720
O -1.699 -0.627 -0.871
O 0.150 1.884 4.039
N 2.438 -0.418 1.501
N -1.393 0.960 2.147
C 3.504 0.453 -3.433
C 2.305 0.507 -1.266
C 4.696 0.075 -2.818
C 3.686 -0.132 0.799
C 1.769 0.780 1.910
C -1.826 3.224 3.338
C -2.561 -1.342 2.501
C 2.362 0.653 -2.668
C 2.616 -1.328 2.619
C -1.423 -2.331 -3.223
C 3.529 0.111 -0.694
C -3.622 -2.821 -1.251
C 4.697 -0.102 -1.442
C -1.409 2.553 -2.068
C -3.710 -0.339 -2.932
H 3.298 -0.921 3.387
H -4.686 -0.803 -3.119
H 1.438 0.947 -3.167
H 5.619 -0.410 -0.944
H -4.260 -3.285 -2.013
H 5.601 -0.084 -3.397
H -4.273 -2.418 -0.466
H -1.511 1.846 -2.897
H -2.390 2.798 -1.629
H -1.946 -2.576 -4.155
H 0.704 0.556 2.078
H 1.666 -1.527 3.114
H -0.574 -1.679 -3.452
H 4.336 -0.997 0.941
H 2.158 1.205 2.842
H 3.474 0.589 -4.512
H -3.283 -0.031 -3.893
H 3.011 -2.277 2.257
H -0.866 3.464 -2.361
H 4.211 0.722 1.267
H 1.812 1.547 1.140
H -3.015 -3.613 -0.792
H -1.019 -3.263 -2.808
H -3.851 0.573 -2.345
*
```